# 1
{"formula": "C20H26F3NO3", "method": "ωB97M-V with the def2-TZVPD basis set", "total_energy_ev": -36944.51655, "molar_mass_da": 385.4, "homo_lumo_gap_ev": 3.13, "e_homo_ev": -5.58, "species": ["C", "C", "O", "C", "C", "C", "O", "C", "C", "C", "C", "C", "O", "H", "H", "H", "H", "H", "H", "H", "H", "H", "H", "H", "H", "H", "H", "H", "C", "N", "C", "C", "C", "C", "C", "C", "C", "F", "F", "F", "C", "C", "H", "H", "H", "H", "H", "H", "H", "H", "H", "H", "H"], "positions_angstrom": [[-4.55, -2.15, 0.21], [-3.09, -2.32, -0.15], [-2.24, -2.33, 0.97], [-0.93, -2.42, 0.56], [0.06, -2.63, 1.59], [1.45, -2.71, 1.25], [1.89, -2.37, 0.16], [2.45, -3.21, 2.26], [2.84, -2.10, 3.24], [1.60, -1.41, 3.81], [0.50, -2.43, 4.17], [-0.46, -2.74, 3.00], [-0.64, -2.36, -0.63], [-5.20, -2.16, -0.68], [-4.89, -2.94, 0.87], [-4.71, -1.20, 0.73], [-2.92, -3.27, -0.68], [-2.75, -1.52, -0.82], [2.04, -4.07, 2.79], [3.33, -3.58, 1.73], [3.46, -2.51, 4.04], [3.48, -1.37, 2.73], [1.88, -0.80, 4.68], [1.19, -0.71, 3.07], [0.98, -3.35, 4.51], [-0.07, -2.08, 5.04], [-1.32, -2.06, 3.06], [-0.90, -3.74, 3.12], [-0.71, -1.31, -3.64], [0.18, -0.16, -3.58], [0.92, 0.14, -4.81], [0.53, 0.36, -2.36], [1.21, 1.56, -2.15], [1.26, 2.57, -3.14], [2.02, 3.70, -2.96], [2.72, 3.90, -1.78], [3.62, 5.11, -1.64], [3.77, 5.39, -0.33], [4.82, 4.81, -2.19], [3.06, 6.15, -2.28], [2.63, 2.96, -0.77], [1.88, 1.82, -0.93], [-0.80, -1.69, -4.65], [-0.33, -2.11, -3.00], [-1.70, -1.02, -3.29], [1.02, -0.75, -5.43], [0.42, 0.90, -5.40], [1.93, 0.48, -4.58], [0.35, -0.28, -1.51], [0.65, 2.47, -4.02], [2.09, 4.45, -3.73], [3.17, 3.14, 0.14], [1.83, 1.09, -0.14]], "nbo_charge": [-0.624, -0.062, -0.537, 0.749, -0.426, 0.516, -0.701, -0.491, -0.381, -0.407, -0.400, -0.407, -0.751, 0.206, 0.210, 0.205, 0.174, 0.163, 0.199, 0.220, 0.192, 0.195, 0.196, 0.199, 0.188, 0.200, 0.207, 0.187, -0.434, -0.278, -0.420, 0.257, -0.103, -0.159, -0.196, -0.068, 0.971, -0.310, -0.309, -0.313, -0.188, -0.125, 0.212, 0.287, 0.230, 0.233, 0.213, 0.231, 0.288, 0.218, 0.238, 0.247, 0.258]}

# 2
{"formula": "C20H26FN5O3", "method": "ωB97M-V with the def2-TZVPD basis set", "total_energy_ev": -37471.98064, "molar_mass_da": 403.5, "homo_lumo_gap_ev": 9.57, "de_lowest_ev": 1.135, "e_homo_ev": -9.01, "species": ["C", "C", "C", "N", "C", "O", "C", "N", "N", "C", "C", "C", "C", "C", "N", "C", "C", "C", "C", "C", "N", "C", "C", "O", "C", "O", "C", "C", "F", "H", "H", "H", "H", "H", "H", "H", "H", "H", "H", "H", "H", "H", "H", "H", "H", "H", "H", "H", "H", "H", "H", "H", "H", "H", "H"], "positions_angstrom": [[0.68, 2.91, 0.65], [0.57, 1.39, 0.57], [1.32, 0.87, -0.66], [1.21, -0.58, -0.67], [2.26, -1.35, -0.32], [3.35, -0.89, -0.01], [2.04, -2.82, -0.24], [2.41, -3.64, -1.20], [2.06, -4.85, -0.78], [1.45, -4.84, 0.43], [1.40, -3.51, 0.82], [0.84, -2.98, 2.07], [-0.32, -3.51, 2.61], [-0.84, -2.95, 3.77], [-0.29, -1.91, 4.39], [0.83, -1.40, 3.86], [1.43, -1.90, 2.72], [-0.14, -1.04, -0.96], [-1.05, -0.61, 0.19], [-0.88, 0.85, 0.69], [-1.99, 1.77, 0.36], [-2.52, 2.48, 1.52], [-2.18, 2.37, -0.85], [-2.37, 3.57, -0.97], [-2.14, 1.52, -2.12], [-0.91, 1.61, -2.81], [-0.67, 2.88, -3.37], [0.57, 2.81, -4.22], [1.72, 2.70, -3.44], [0.20, 3.41, -0.19], [0.24, 3.30, 1.57], [1.73, 3.21, 0.65], [1.11, 0.97, 1.42], [0.87, 1.25, -1.58], [2.36, 1.18, -0.69], [2.26, -5.66, -1.33], [1.12, -5.74, 0.91], [-0.82, -4.35, 2.14], [-1.74, -3.34, 4.22], [1.26, -0.56, 4.39], [2.34, -1.45, 2.34], [-0.44, -0.55, -1.89], [-0.18, -2.11, -1.17], [-2.10, -0.80, -0.06], [-0.87, -1.27, 1.04], [-1.01, 0.74, 1.77], [-3.35, 3.12, 1.22], [-2.89, 1.76, 2.25], [-1.77, 3.11, 1.99], [-2.33, 0.47, -1.90], [-2.95, 1.86, -2.77], [-1.52, 3.18, -4.00], [-0.55, 3.65, -2.60], [0.52, 1.96, -4.90], [0.65, 3.73, -4.82]], "nbo_charge": [-0.608, -0.239, -0.239, -0.424, 0.658, -0.618, 0.058, -0.228, -0.320, -0.024, -0.170, 0.003, -0.256, 0.035, -0.424, 0.039, -0.265, -0.215, -0.435, -0.025, -0.469, -0.402, 0.663, -0.610, -0.152, -0.537, -0.111, 0.036, -0.367, 0.213, 0.207, 0.222, 0.211, 0.227, 0.246, 0.411, 0.224, 0.216, 0.194, 0.197, 0.245, 0.208, 0.222, 0.219, 0.227, 0.218, 0.228, 0.198, 0.191, 0.195, 0.195, 0.184, 0.203, 0.173, 0.171]}

# 3
{"formula": "C20H26LiN2O10", "method": "ωB97M-V with the def2-TZVPD basis set", "total_energy_ev": -44818.55858, "total_charge": -2, "molar_mass_da": 461.4, "homo_lumo_gap_ev": [3.91, 2.68], "spin_multiplicity": 2, "e_homo_ev": [-0.40, -0.40], "species": ["Li", "C", "C", "C", "O", "C", "C", "C", "O", "O", "O", "H", "H", "C", "C", "C", "O", "C", "C", "C", "O", "O", "O", "H", "H", "C", "C", "C", "O", "C", "N", "H", "H", "H", "H", "H", "H", "H", "H", "H", "H", "H", "C", "C", "C", "O", "C", "N", "H", "H", "H", "H", "H", "H", "H", "H", "H", "H", "H"], "positions_angstrom": [[-1.13, -0.01, 0.15], [0.01, 3.34, 0.98], [0.63, 4.69, 0.85], [2.17, 4.75, 1.32], [2.82, 5.80, 1.09], [2.91, 3.54, 1.66], [2.24, 2.41, 1.66], [0.75, 2.29, 1.39], [0.05, 1.20, 1.55], [2.99, 1.39, 1.97], [0.13, 5.68, 0.34], [-1.01, 3.17, 0.68], [3.95, 3.65, 1.95], [-1.07, -4.30, 1.54], [-0.53, -5.61, 1.69], [1.08, -5.74, 1.95], [1.63, -6.86, 2.03], [1.85, -4.56, 2.11], [1.25, -3.35, 1.92], [-0.25, -3.24, 1.62], [-0.83, -2.07, 1.57], [2.09, -2.32, 1.95], [-1.21, -6.61, 1.60], [-2.13, -4.14, 1.42], [2.88, -4.57, 2.41], [2.08, -1.94, -1.77], [1.29, -0.65, -1.46], [1.68, 0.61, -2.33], [3.10, 0.85, -2.30], [3.37, 1.98, -3.16], [-0.14, -0.97, -1.45], [1.81, -2.79, -1.15], [3.13, -1.68, -1.59], [2.15, -2.31, -2.79], [1.66, -0.34, -0.48], [1.07, 1.48, -2.09], [1.43, 0.25, -3.32], [3.07, 2.94, -2.74], [2.84, 1.80, -4.10], [4.45, 2.06, -3.25], [-0.47, -0.86, -2.40], [-0.23, -1.97, -1.33], [-3.47, -0.15, -1.76], [-3.29, 1.23, -1.05], [-3.71, 1.21, 0.47], [-2.85, 0.28, 1.16], [-3.11, 0.36, 2.57], [-1.87, 1.57, -1.18], [-3.16, -0.95, -1.09], [-2.70, -0.22, -2.53], [-4.40, -0.46, -2.24], [-3.96, 1.96, -1.51], [-4.76, 0.99, 0.62], [-3.61, 2.23, 0.84], [-2.99, 1.31, 3.08], [-2.37, -0.24, 3.10], [-4.06, -0.13, 2.77], [-1.57, 1.53, -2.15], [-1.68, 2.49, -0.81]], "nbo_charge": [0.866, -0.469, 0.447, 0.383, -0.525, -0.173, 0.286, 0.358, -0.692, -0.375, -0.619, 0.184, 0.226, -0.493, 0.443, 0.409, -0.702, -0.517, 0.378, 0.360, -0.813, -0.743, -0.661, 0.180, 0.199, -0.638, -0.080, -0.065, -0.530, -0.249, -0.864, 0.249, 0.226, 0.177, 0.242, 0.174, 0.135, 0.171, 0.160, 0.186, 0.331, 0.396, -0.634, -0.060, -0.067, -0.557, -0.268, -0.860, 0.240, 0.196, 0.212, 0.163, 0.172, 0.170, 0.175, 0.249, 0.161, 0.365, 0.382]}

# 4
{"formula": "C20H26N2O2", "method": "ωB97M-V with the def2-TZVPD basis set", "total_energy_ev": -28237.57593, "molar_mass_da": 326.4, "homo_lumo_gap_ev": 9.11, "de_lowest_ev": 1.247, "e_homo_ev": -8.45, "species": ["C", "C", "O", "C", "C", "C", "C", "C", "N", "C", "C", "C", "C", "O", "N", "C", "C", "C", "C", "C", "C", "C", "C", "C", "H", "H", "H", "H", "H", "H", "H", "H", "H", "H", "H", "H", "H", "H", "H", "H", "H", "H", "H", "H", "H", "H", "H", "H", "H", "H"], "positions_angstrom": [[2.89, -1.03, -6.33], [2.52, -0.82, -4.87], [1.65, -1.87, -4.49], [1.17, -1.91, -3.22], [1.46, -0.98, -2.22], [0.91, -1.12, -0.96], [0.07, -2.18, -0.65], [-0.58, -2.33, 0.70], [0.16, -1.63, 1.74], [1.37, -2.34, 2.10], [-0.65, -1.25, 2.89], [-1.39, -2.38, 3.61], [-1.65, -0.14, 2.49], [-2.70, 0.04, 3.07], [-1.21, 0.61, 1.47], [-1.93, 1.75, 0.94], [-1.16, 3.02, 1.18], [-1.18, 3.62, 2.43], [-0.44, 4.76, 2.67], [0.34, 5.31, 1.67], [0.37, 4.72, 0.42], [-0.37, 3.57, 0.18], [-0.21, -3.10, -1.66], [0.32, -2.97, -2.92], [3.56, -0.24, -6.66], [3.39, -1.99, -6.45], [2.00, -1.03, -6.94], [2.01, 0.15, -4.74], [3.42, -0.83, -4.24], [2.12, -0.14, -2.41], [1.16, -0.40, -0.20], [-1.58, -1.90, 0.66], [-0.68, -3.40, 0.93], [1.94, -1.74, 2.81], [1.97, -2.48, 1.20], [1.18, -3.33, 2.55], [0.03, -0.77, 3.61], [-1.99, -1.95, 4.41], [-2.07, -2.89, 2.92], [-0.70, -3.10, 4.02], [-0.32, 0.37, 1.06], [-2.11, 1.60, -0.13], [-2.89, 1.78, 1.47], [-1.78, 3.18, 3.21], [-0.46, 5.22, 3.65], [0.91, 6.21, 1.86], [0.97, 5.15, -0.37], [-0.35, 3.11, -0.80], [-0.87, -3.94, -1.44], [0.11, -3.69, -3.69]], "nbo_charge": [-0.617, -0.062, -0.500, 0.306, -0.313, -0.151, -0.072, -0.247, -0.464, -0.410, -0.124, -0.632, 0.672, -0.639, -0.619, -0.266, 0.061, -0.239, -0.192, -0.221, -0.206, -0.248, -0.182, -0.250, 0.213, 0.214, 0.214, 0.170, 0.170, 0.216, 0.203, 0.218, 0.183, 0.202, 0.211, 0.170, 0.217, 0.243, 0.209, 0.205, 0.417, 0.198, 0.241, 0.221, 0.212, 0.213, 0.212, 0.208, 0.210, 0.224]}